(1)
C13H24LiN5S2 | wB97M-V/def2-TZVPD

Geometry as XYZ:
```
45
Properties=species:S:1:pos:R:3:lowdin_charge:R:1
Li -0.1816 -0.9644 0.3932 0.391
S -0.1282 -1.4305 -1.8661 0.535
C -1.7709 -1.6771 -2.3424 -0.804
N -2.7892 -1.2462 -1.6056 0.026
C -4.1954 -1.4393 -1.9711 -0.142
C -4.3258 -2.6828 -2.8310 -0.150
C -3.3578 -2.5934 -3.9962 -0.140
N -2.0145 -2.3053 -3.4846 0.028
H -2.5699 -0.7536 -0.7482 0.038
H -4.5580 -0.5588 -2.5067 0.131
H -4.7673 -1.5337 -1.0498 0.131
H -5.3450 -2.7726 -3.2021 0.129
H -4.1090 -3.5707 -2.2344 0.129
H -3.6568 -1.8095 -4.6951 0.131
H -3.3108 -3.5324 -4.5436 0.132
H -1.2086 -2.6088 -4.0064 0.131
S -1.7411 0.4256 1.4532 0.546
C -1.9958 1.8765 0.5754 -0.736
N -2.6820 2.8605 1.2122 0.060
C -2.9876 4.0631 0.6758 -0.031
C -2.6001 4.3566 -0.5974 -0.027
C -1.8892 3.3789 -1.3071 -0.016
C -1.5895 2.1642 -0.7371 -0.081
H -2.9795 2.6563 2.1594 0.150
H -3.5397 4.7390 1.3124 0.145
H -2.8403 5.3143 -1.0320 0.124
H -1.5710 3.5840 -2.3212 0.127
H -1.0467 1.4070 -1.2868 0.073
N 3.9083 -1.4995 -0.1493 0.072
C 3.2213 -0.2157 0.2404 -0.087
C 2.5252 -0.4123 1.5714 -0.177
N 1.5435 -1.5025 1.4669 -0.117
C 2.2151 -2.7663 1.1229 -0.174
C 2.9290 -2.6457 -0.2065 -0.101
H 4.6466 -1.7090 0.5280 0.189
H 4.3686 -1.3918 -1.0551 0.192
H 2.5163 0.0041 -0.5620 0.129
H 3.9730 0.5692 0.2886 0.147
H 2.0141 0.5118 1.8404 0.135
H 3.2725 -0.6138 2.3505 0.139
H 1.1164 -1.6190 2.3831 0.130
H 1.4751 -3.5602 1.0304 0.140
H 2.9268 -3.0661 1.9031 0.139
H 2.2405 -2.4259 -1.0219 0.066
H 3.4861 -3.5507 -0.4400 0.148
```

## Properties
Calculated total energy   -1587.057231 Ha
Total charge   +2
Kohn-Sham gap   8.518 eV
HOMO   -13.72 eV

(2)
C13H24N2 | wB97M-V/def2-TZVPD

Geometry as XYZ:
```
39
Properties=species:S:1:pos:R:3:lowdin_charge:R:1
C -1.5924 0.3103 1.3279 -0.035
C -0.3970 0.0931 0.3779 -0.120
C 0.7036 1.0524 0.2858 -0.196
C 0.8111 2.4624 0.8681 -0.553
C 1.8700 3.2350 0.1007 -0.091
C 1.2668 2.4482 2.3303 -0.059
C -0.4786 3.2968 0.7838 -0.056
N 1.5956 0.5860 -0.5477 0.110
N 1.1824 -0.6212 -1.0452 -0.113
C 1.8392 -1.0815 -2.2658 -0.035
C -0.0465 -0.9876 -0.4296 -0.100
C -0.8618 -2.2649 -0.6072 -0.512
C -0.9871 -3.0384 0.7560 -0.028
C -2.2486 -1.9847 -1.1465 -0.050
C -0.1943 -3.2386 -1.5980 -0.069
H -2.1507 -0.6124 1.4016 0.039
H -2.2929 1.0695 0.9481 0.079
H -1.2155 0.5615 2.3333 0.078
H 2.7987 2.6147 -0.0990 0.093
H 1.4967 3.4906 -0.9088 0.086
H 2.0902 4.1968 0.6024 0.086
H 1.3461 3.4989 2.6758 0.090
H 2.2284 1.9249 2.4519 0.091
H 0.5751 1.8885 2.9799 0.073
H -0.9354 3.1845 -0.2036 0.094
H -1.1918 2.9446 1.5440 0.071
H -0.3394 4.3373 0.9840 0.072
H 2.7135 -0.4518 -2.4455 0.088
H 1.1730 -1.0043 -3.1362 0.089
H 2.1724 -2.1015 -2.1266 0.067
H -0.0108 -3.0042 1.2878 0.106
H -1.7669 -2.6026 1.3218 0.049
H -1.2855 -4.0474 0.6063 0.066
H -2.9439 -2.8586 -1.0866 0.106
H -2.6968 -1.1755 -0.5899 0.063
H -2.1699 -1.6714 -2.1908 0.090
H -0.0393 -2.7719 -2.5630 0.063
H 0.7795 -3.5440 -1.2412 0.078
H -0.7973 -4.1336 -1.7362 0.088
```

## Properties
Calculated total energy   -619.230648 Ha
Total charge   0
Kohn-Sham gap   9.237 eV
Structure (SMILES)   Cc1c(C(C)(C)C)nn(C)c1C(C)(C)C
HOMO   -8.49 eV